# 1
Below is C33H52O11 as an isolated structure at a distorted geometry, with properties calculated with ωB97M-V with the def2-TZVPD basis set.

Values from the calculation:
Relative energy (zero: lowest compared OMol25 entry of this formula, charge and spin), eV: 10.1918
F_max, eV/Å: 13.439
Frontier orbital gap, eV: 6.102
Total energy, a.u.: -2115.2702

Structure (ORCA input):
```
! wB97M-V def2-TZVPD RIJCOSX def2/J DEFGRID3
* xyz 0 1
C 0.907 -0.691 5.275
C 1.319 0.457 4.297
C 0.595 1.840 4.471
O 2.712 0.559 4.451
H 1.181 -1.554 5.041
H -0.274 -0.747 5.603
H 1.535 -0.340 6.204
H 0.953 0.247 3.179
H -0.294 2.047 4.282
H 1.008 2.675 4.006
H 0.697 1.987 5.473
H 3.171 -0.334 4.435
C -3.709 4.669 0.466
C -3.509 3.472 -0.373
C -2.048 2.959 -0.581
O -4.173 2.379 0.193
H -3.192 5.466 0.156
H -3.424 4.424 1.462
H -4.592 5.101 0.477
H -4.079 3.809 -1.391
H -2.240 2.116 -1.153
H -1.629 2.608 0.376
H -1.583 3.795 -0.877
H -5.232 2.653 0.145
C -0.827 -3.988 -2.838
C -0.471 -2.743 -3.633
C -0.086 -3.019 -5.145
O -1.550 -1.835 -3.435
H -1.803 -4.393 -2.771
H -0.656 -3.955 -1.797
H -0.431 -4.860 -3.306
H 0.502 -2.291 -3.056
H -0.977 -2.960 -5.897
H 0.263 -3.947 -5.415
H 0.720 -2.175 -5.431
H -1.965 -1.845 -2.570
C -3.245 -1.384 -1.622
C -2.826 -2.532 -0.819
C -3.951 -3.331 -0.070
O -2.123 -3.556 -1.621
H -3.550 -0.298 -1.177
H -4.064 -1.664 -2.178
H -2.554 -0.981 -2.281
H -1.880 -2.095 -0.286
H -4.711 -3.520 -0.724
H -4.193 -2.625 0.802
H -3.489 -4.164 0.191
H -2.637 -4.284 -1.618
C 3.038 -5.049 -2.431
C 4.342 -4.839 -3.185
C 4.728 -3.387 -3.277
O 5.244 -5.440 -2.282
H 2.176 -4.778 -3.185
H 2.924 -4.460 -1.756
H 2.752 -5.780 -1.713
H 4.249 -5.211 -4.202
H 3.965 -2.942 -4.030
H 5.639 -3.275 -3.780
H 4.790 -2.846 -2.370
H 6.113 -5.192 -2.591
C 3.433 7.518 -0.481
C 2.444 6.477 -1.152
C 1.986 5.435 -0.169
O 1.252 4.562 -0.391
C 2.729 5.301 1.089
C 3.640 6.281 1.550
C 4.142 7.318 0.779
O 4.976 8.211 1.131
H 3.954 8.240 -1.146
H 1.849 6.800 -2.040
H 2.655 4.333 1.700
H 4.294 6.322 2.688
C -2.748 -0.045 2.473
C -3.905 0.712 3.137
C -4.480 -0.011 4.311
O -5.491 0.333 4.871
C -3.786 -1.165 4.911
C -2.623 -1.767 4.173
C -2.177 -1.276 2.907
O -1.166 -1.777 2.291
H -2.537 0.411 1.587
H -4.453 1.390 2.591
H -4.034 -1.563 5.859
H -2.120 -2.539 4.771
C 1.207 -0.524 -0.130
C 1.576 -1.145 -1.474
C 2.666 -0.373 -2.231
O 3.123 -0.844 -3.224
C 3.079 0.876 -1.700
C 2.653 1.397 -0.386
C 1.455 0.808 0.228
O 0.687 1.334 1.008
H 0.333 -0.852 0.416
H 0.964 -2.069 -1.689
H 3.959 1.443 -2.326
H 2.909 2.494 -0.046
*
```

# 2
Below is C33H53CeN2O2P2S as an isolated structure at a distorted geometry, with properties calculated with ωB97M-V with the def2-TZVPD basis set.

Values from the calculation:
Relative energy (zero: lowest compared OMol25 entry of this formula, charge and spin), eV: 1.9653
F_max, eV/Å: 5.233
Frontier orbital gap (spin up / spin down), eV: 6.985 / 7.160
Total energy, a.u.: -3104.1944

Structure (ORCA input):
```
! wB97M-V def2-TZVPD RIJCOSX def2/J DEFGRID3
* xyz 3 1
C -1.841 -1.361 -2.221
C 0.442 -1.707 -1.775
C -1.729 -1.925 -3.513
C 0.642 -2.305 -3.015
C -0.456 -2.471 -3.865
H -2.643 -1.961 -4.135
H 1.609 -2.586 -3.313
H -0.418 -2.996 -4.807
N -0.825 -1.488 -1.296
P -3.087 -0.150 0.034
P 3.092 -0.472 -0.396
C -3.107 -0.717 -1.745
H -3.364 0.133 -2.395
H -3.914 -1.440 -1.900
C 1.378 2.451 3.073
O 1.350 3.413 2.487
C 1.535 -1.310 -0.805
H 1.612 -2.211 -0.070
C 4.312 -0.053 -1.694
C 3.715 -0.633 1.353
C -3.557 1.656 -0.115
C -4.357 -1.305 0.814
C 4.415 1.492 -1.712
H 4.512 1.916 -0.694
H 5.299 1.797 -2.299
H 3.535 1.943 -2.180
C 5.680 -0.702 -1.349
H 6.178 -0.307 -0.449
H 5.625 -1.794 -1.270
H 6.367 -0.486 -2.177
C 3.938 -0.564 -3.094
H 4.801 -0.473 -3.778
H 3.613 -1.621 -3.080
H 3.153 0.040 -3.566
C 4.431 0.682 1.692
H 3.721 1.520 1.776
H 4.885 0.560 2.676
H 5.225 0.941 0.986
C 2.554 -0.837 2.374
H 1.860 0.024 2.365
H 2.054 -1.824 2.251
H 2.960 -0.836 3.403
C 4.637 -1.872 1.460
H 5.641 -1.726 1.070
H 4.754 -2.116 2.521
H 4.209 -2.763 0.979
C -4.788 -0.703 2.162
H -5.390 -1.437 2.714
H -3.935 -0.436 2.800
H -5.422 0.179 2.033
C -3.638 -2.652 1.030
H -3.253 -3.078 0.099
H -2.811 -2.582 1.756
H -4.346 -3.388 1.437
C -5.618 -1.557 -0.023
H -6.324 -2.126 0.601
H -6.123 -0.632 -0.319
H -5.439 -2.169 -0.912
C -2.477 2.344 -0.965
H -2.400 1.955 -1.987
H -2.719 3.413 -1.055
H -1.485 2.263 -0.507
C -3.550 2.292 1.288
H -2.584 2.163 1.793
H -3.729 3.367 1.184
H -4.334 1.897 1.939
C -4.935 1.824 -0.765
H -5.023 1.314 -1.732
H -5.756 1.499 -0.116
H -5.085 2.895 -0.950
Ce -0.253 -1.048 1.069
N 0.766 0.659 0.522
C 1.431 0.176 -0.619
C 1.205 1.305 -1.785
C 0.724 2.580 -1.412
C 1.034 0.922 -3.143
C 0.391 3.555 -2.372
H 0.730 2.913 -0.351
C 0.796 1.907 -4.124
H 1.274 -0.104 -3.436
C 0.470 3.196 -3.739
H 0.126 4.588 -2.100
H 0.943 1.594 -5.159
H 0.301 3.931 -4.537
C -0.014 -1.976 5.192
S -1.261 -0.756 4.614
C -0.526 0.673 5.428
O -0.852 -0.534 3.105
H -0.148 -2.097 6.264
H 1.013 -1.648 4.959
H -0.231 -2.934 4.700
H 0.566 0.708 5.295
H -0.992 1.577 5.020
H -0.765 0.612 6.497
*
```

# 3
Below is C33H53F5IrN4O2PS as an isolated structure, with properties calculated with ωB97M-V with the def2-TZVPD basis set.

Values from the calculation:
F_max, eV/Å: 0.866
Frontier orbital gap (spin up / spin down), eV: 6.691 / 6.692
Total energy, a.u.: -3001.4901

Structure (ORCA input):
```
! wB97M-V def2-TZVPD RIJCOSX def2/J DEFGRID3
* xyz 2 1
Ir -1.193 0.917 0.719
N -0.733 0.605 2.669
C -1.409 -0.447 3.479
C -2.929 -0.381 3.377
C -3.506 -1.587 2.633
C -2.841 -1.841 1.287
N -2.769 -0.603 0.463
H 0.274 0.435 2.670
H -0.842 1.517 3.112
H -1.051 -0.332 4.503
H -1.030 -1.400 3.117
H -3.204 0.534 2.847
H -3.379 -0.301 4.365
H -4.581 -1.448 2.495
H -3.391 -2.492 3.233
H -3.398 -2.606 0.743
H -1.818 -2.200 1.393
H -3.676 -0.140 0.481
H -2.621 -0.897 -0.501
F 5.866 3.373 0.732
C 4.552 3.242 0.750
C 3.935 2.569 1.793
F 4.660 2.076 2.790
C 2.560 2.437 1.797
F 2.000 1.810 2.855
C 1.757 2.947 0.792
S -0.006 2.923 0.782
C 2.403 3.646 -0.225
F 1.693 4.186 -1.212
C 3.779 3.788 -0.262
F 4.358 4.437 -1.260
N -2.645 2.267 1.046
C -3.455 3.091 1.127
N -4.355 4.010 1.217
C -5.490 4.095 0.268
C -5.337 5.366 -0.552
O -5.229 6.487 0.296
C -4.073 6.434 1.104
C -4.118 5.229 2.031
H -6.406 4.130 0.858
H -5.499 3.206 -0.361
H -6.220 5.515 -1.170
H -4.457 5.292 -1.204
H -4.056 7.348 1.695
H -3.169 6.399 0.482
H -4.945 5.316 2.737
H -3.185 5.111 2.580
O -0.051 -0.732 0.199
P 0.862 -1.575 -0.730
C -0.261 -2.897 -1.291
C 0.406 -4.137 -1.918
C -0.670 -5.002 -2.569
C -1.278 -4.287 -3.788
C -1.179 -2.761 -3.663
C -1.376 -2.329 -2.211
C 2.226 -2.354 0.178
C 3.175 -1.319 0.826
C 3.850 -1.904 2.065
C 2.831 -2.211 3.169
C 1.489 -2.668 2.577
C 1.707 -3.358 1.236
C 1.447 -0.683 -2.202
C 2.501 -1.475 -3.032
C 3.893 -0.858 -2.943
C 3.900 0.575 -3.487
C 2.584 1.305 -3.180
C 1.923 0.749 -1.919
H -0.730 -3.213 -0.353
H 0.953 -4.696 -1.159
H 1.129 -3.849 -2.682
H -1.444 -5.219 -1.827
H -0.251 -5.964 -2.863
H -2.324 -4.577 -3.898
H -0.773 -4.604 -4.701
H -1.920 -2.279 -4.302
H -0.202 -2.415 -4.012
H -2.345 -2.706 -1.867
H -1.426 -1.235 -2.148
H 2.765 -2.908 -0.598
H 2.614 -0.422 1.105
H 3.931 -1.007 0.107
H 4.603 -1.212 2.433
H 4.388 -2.811 1.779
H 2.686 -1.327 3.795
H 3.227 -2.987 3.823
H 0.830 -1.810 2.414
H 0.974 -3.338 3.267
H 0.804 -3.868 0.901
H 2.459 -4.141 1.360
H 0.537 -0.604 -2.807
H 2.180 -1.469 -4.076
H 2.545 -2.524 -2.742
H 4.598 -1.476 -3.498
H 4.235 -0.870 -1.906
H 4.064 0.560 -4.565
H 4.743 1.121 -3.057
H 1.884 1.192 -4.013
H 2.759 2.373 -3.077
H 1.076 1.373 -1.626
H 2.633 0.767 -1.087
*
```